Computed, not measured: an isolated molecule of C23H28N2O5S in a non-equilibrium geometry, with ωB97M-V/def2-TZVPD.

Bonds (Å) are listed after each position.
CARTESIAN COORDINATES (ANGSTROEM)
1 C 3.07 5.26 -4.54  H2 1.094, O3 1.409, H58 1.089, H59 1.094
2 H 3.83 4.51 -4.77  C1 1.094
3 O 3.30 5.87 -3.29  C1 1.409, C4 1.359
4 C 3.31 5.07 -2.19  O3 1.359, C5 1.395, C9 1.391
5 C 3.56 5.70 -0.97  C4 1.395, C6 1.381, H57 1.079
6 C 3.59 4.99 0.21  C5 1.381, C7 1.396, H56 1.078
7 C 3.36 3.61 0.22  C6 1.396, C8 1.391, O51 1.351
8 C 3.12 3.00 -1.00  C7 1.391, C9 1.379, S11 1.787
9 C 3.08 3.70 -2.19  C4 1.391, C8 1.379, H10 1.077
10 H 2.88 3.14 -3.09  C9 1.077
11 S 2.83 1.23 -1.03  C8 1.787, O12 1.433, O13 1.444, N14 1.673
12 O 3.95 0.55 -0.46  S11 1.433
13 O 2.47 0.88 -2.38  S11 1.444
14 N 1.52 1.10 -0.01  S11 1.673, C15 1.454, C43 1.447
15 C 0.27 1.43 -0.67  N14 1.454, C16 1.522, H49 1.098, H50 1.096
16 C -0.91 0.76 0.02  C15 1.522, H17 1.091, H18 1.091, C19 1.535
17 H -0.97 1.08 1.06  C16 1.091
18 H -1.84 1.06 -0.48  C16 1.091
19 C -0.79 -0.77 -0.01  C16 1.535, C20 1.528, C42 1.546, H48 1.092
20 C -1.55 -1.37 1.17  C19 1.528, O21 1.219, N22 1.353
21 O -1.72 -0.74 2.20  C20 1.219
22 N -1.99 -2.64 1.04  C20 1.353, C23 1.452, C32 1.459
23 C -1.85 -3.44 -0.17  N22 1.452, H24 1.099, C25 1.531, H41 1.094
24 H -2.49 -3.03 -0.96  C23 1.099
25 C -2.25 -4.89 0.07  C23 1.531, C26 1.497, H39 1.094, H40 1.090
26 C -3.64 -4.92 0.63  C25 1.497, C27 1.384, C31 1.393
27 C -4.66 -5.72 0.15  C26 1.384, C28 1.385, H38 1.081
28 C -5.92 -5.66 0.72  C27 1.385, C29 1.385, H37 1.080
29 C -6.17 -4.78 1.76  C28 1.385, C30 1.385, H36 1.080
30 C -5.15 -3.97 2.24  C29 1.385, C31 1.385, H35 1.080
31 C -3.89 -4.04 1.68  C26 1.393, C30 1.385, C32 1.497
32 C -2.73 -3.22 2.15  N22 1.459, C31 1.497, H33 1.092, H34 1.100
33 H -3.05 -2.40 2.79  C32 1.092
34 H -2.05 -3.86 2.74  C32 1.100
35 H -5.34 -3.28 3.05  C30 1.080
36 H -7.15 -4.72 2.20  C29 1.080
37 H -6.72 -6.28 0.35  C28 1.080
38 H -4.47 -6.40 -0.67  C27 1.081
39 H -1.56 -5.35 0.79  C25 1.094
40 H -2.19 -5.45 -0.86  C25 1.090
41 H -0.81 -3.41 -0.52  C23 1.094
42 C 0.69 -1.20 0.11  C19 1.546, C43 1.525, H46 1.092, H47 1.092
43 C 1.49 -0.09 0.81  N14 1.447, C42 1.525, H44 1.090, H45 1.094
44 H 2.53 -0.39 0.96  C43 1.090
45 H 1.04 0.14 1.78  C43 1.094
46 H 0.79 -2.13 0.67  C42 1.092
47 H 1.13 -1.35 -0.88  C42 1.092
48 H -1.20 -1.15 -0.95  C19 1.092
49 H 0.32 1.12 -1.72  C15 1.098
50 H 0.15 2.52 -0.64  C15 1.096
51 O 3.35 2.82 1.31  C7 1.351, C52 1.410
52 C 3.63 3.39 2.57  O51 1.410, H53 1.094, H54 1.088, H55 1.095
53 H 4.63 3.84 2.59  C52 1.094
54 H 3.59 2.56 3.27  C52 1.088
55 H 2.88 4.14 2.84  C52 1.095
56 H 3.79 5.52 1.13  C6 1.078
57 H 3.73 6.77 -0.97  C5 1.079
58 H 3.12 6.07 -5.27  C1 1.089
59 H 2.08 4.80 -4.59  C1 1.094

Properties
ΔE to the lowest compared entry with this formula, charge and spin   42.1 kcal per mole
Max |F|   1.05 eV/A
Highest occupied orbital energy   -8.23 eV
Structure (SMILES)   COc1ccc(OC)c(S(=O)(=O)N2CCC(C(=O)N3CCc4ccccc4C3)CC2)c1
Orbital gap   8.9061 eV
Net charge   0



Computed, not measured: a 2-piece molecular cluster, I2NO overall in a non-equilibrium geometry, with ωB97M-V/def2-TZVPD.

Bonds (Å) are listed after each position.
CARTESIAN COORDINATES (ANGSTROEM)
1 N -0.68 0.20 -0.40  O2 1.244, I3 2.185
2 O -1.27 -0.86 -0.13  N1 1.244
3 I -0.24 1.63 1.19  N1 2.185
4 I 2.19 -0.98 -0.67  no bonds

Properties
ΔE to the lowest compared entry with this formula, charge and spin   12.3 kcal per mole
Max |F|   6.80 eV/A
Highest occupied orbital energy (spin up / spin down)   -3.78 / -3.78 eV
Orbital gap (spin up / spin down)   6.2508 / 6.2432 eV
Net charge   -1



Computed, not measured: an isolated molecule of C5H13NOS in a non-equilibrium geometry, with ωB97M-V/def2-TZVPD.

Bonds (Å) are listed after each position.
CARTESIAN COORDINATES (ANGSTROEM)
1 C 1.48 0.91 0.28  C2 1.580, H9 1.004, H10 1.098, H11 1.126
2 C 0.51 -0.20 -0.29  C1 1.580, C3 1.546, N6 1.562, H12 1.099
3 C 0.31 -1.10 0.96  C2 1.546, C4 1.486, H13 1.151, H14 1.031
4 C -1.05 -1.56 1.30  C3 1.486, S5 1.825, H15 1.064, H16 1.090
5 S -1.00 -2.75 2.69  C4 1.825, H17 1.334
6 N -0.85 0.36 -0.82  C2 1.562, C7 1.468, H18 1.027
7 C -0.75 1.36 -1.89  N6 1.468, O8 1.435, H19 1.191, H20 1.121
8 O 0.23 2.37 -1.62  C7 1.435, H21 0.949
9 H 2.44 0.61 0.28  C1 1.004
10 H 1.51 1.81 -0.34  C1 1.098
11 H 0.92 1.49 1.06  C1 1.126
12 H 0.96 -0.86 -1.04  C2 1.099
13 H 0.80 -0.58 1.87  C3 1.151
14 H 0.85 -1.95 0.72  C3 1.031
15 H -1.69 -0.80 1.69  C4 1.064
16 H -1.48 -1.95 0.38  C4 1.090
17 H 0.08 -3.40 2.28  S5 1.334
18 H -1.49 0.66 -0.08  N6 1.027
19 H -1.78 1.89 -2.17  C7 1.191
20 H -0.40 0.88 -2.83  C7 1.121
21 H 0.41 2.81 -2.45  O8 0.949

Properties
ΔE to the lowest compared entry with this formula, charge and spin   60.2 kcal per mole
Max |F|   5.91 eV/A
Highest occupied orbital energy   -8.91 eV
Structure (SMILES)   C[C@@H](CCS)NCO
Orbital gap   9.7273 eV
Net charge   0



Computed, not measured: an isolated molecule of C3H5NO2, with ωB97M-V/def2-TZVPD.

Bonds (Å) are listed after each position.
CARTESIAN COORDINATES (ANGSTROEM)
1 N -1.37 0.86 0.34  C2 1.345, H7 1.007, H8 1.010
2 C -0.55 -0.20 0.49  N1 1.345, O3 1.260, C4 1.468
3 O -0.71 -0.93 1.51  C2 1.260, O6 1.419
4 C 0.48 -0.51 -0.50  C2 1.468, C5 1.331, H9 1.085
5 C 1.36 0.38 -0.92  C4 1.331, H10 1.085, H11 1.087
6 O 0.30 -1.92 1.62  O3 1.419
7 H -1.39 1.35 -0.54  N1 1.007
8 H -2.12 1.01 1.00  N1 1.010
9 H 0.48 -1.55 -0.83  C4 1.085
10 H 2.11 0.12 -1.66  C5 1.085
11 H 1.41 1.38 -0.50  C5 1.087

Properties
ΔE to the lowest compared entry with this formula, charge and spin   116.4 kcal per mole
Max |F|   0.56 eV/A
Highest occupied orbital energy (spin up / spin down)   -8.14 / -8.14 eV
Orbital gap (spin up / spin down)   8.5632 / 8.5626 eV
Net charge   0